1.
# C4H3F2NO

A 2-piece molecular cluster, C4H3F2NO overall at a distorted geometry (ωB97M-V/def2-TZVPD, the Open Molecules 2025 dataset).

CARTESIAN COORDINATES (ANGSTROEM)
C1 0.268 -1.855 0.535
C2 0.824 -0.510 0.777
C3 -0.755 -1.678 -0.303
C4 0.029 0.222 -0.028
N1 -0.460 2.930 0.010
O1 -0.917 -0.392 -0.665
F1 -1.031 3.170 -1.162
F2 0.741 3.480 -0.062
H1 0.723 -2.860 0.733
H2 1.853 -0.159 0.994
H3 -1.274 -2.347 -0.830

Calculated values
Calculated total energy in eV: -13160.469
HOMO level (spin up / spin down) in Eh: -0.342 / -0.331
Lowest unoccupied orbital energy (spin up / spin down) in eV: -0.50 / -0.69
Orbital gap (spin up / spin down) in eV: 8.810 / 8.322

From a Mulliken analysis of the wavefunction, the atomic charges in e read: C -0.1561; C -0.3576; C -0.5027; C 0.1919; N 0.1553; O -0.2459; F -0.0918; F -0.0924; H 0.2944; H 0.3041; H 0.5009

=====

2.
# C4H3F3N2OS

A 2-piece molecular cluster, C4H3F3N2OS overall at a distorted geometry (ωB97M-V/def2-TZVPD, the Open Molecules 2025 dataset).

CARTESIAN COORDINATES (ANGSTROEM)
C1 -1.465 1.477 -0.243
C2 -0.874 0.221 -0.010
C3 0.557 -0.179 -0.205
C4 1.545 0.964 0.147
N1 -1.716 -0.701 0.387
N2 -2.931 -0.322 0.507
O1 0.891 -1.370 0.450
F1 1.432 1.986 -0.777
F2 2.806 0.700 0.111
F3 1.185 1.426 1.391
S1 -3.151 1.307 0.103
H1 -0.985 2.453 -0.532
H2 0.770 -0.406 -1.651
H3 0.410 -1.612 1.236

Calculated values
Calculated total energy in eV: -28209.708
HOMO level in Eh: -0.374
Lowest unoccupied orbital energy in eV: -0.24
Orbital gap in eV: 9.933

From a Mulliken analysis of the wavefunction, the atomic charges in e read: C -0.0895; C -0.0057; C 0.2461; C 0.6770; N -0.1159; N -0.5003; O -0.5230; F -0.2642; F -0.2472; F -0.2493; S 0.1310; H 0.3238; H 0.2706; H 0.3467

=====

3.
# C4H3F3O2S

One molecule with the formula C4H3F3O2S at a distorted geometry (ωB97M-V/def2-TZVPD, the Open Molecules 2025 dataset).

CARTESIAN COORDINATES (ANGSTROEM)
C1 -0.043 0.576 0.141
C2 3.198 1.047 -0.704
C3 -0.763 -0.707 0.223
C4 -2.163 -1.051 -0.231
O1 2.451 2.104 -0.153
O2 -0.633 0.073 1.307
F1 -0.562 1.692 -0.456
F2 4.220 0.930 0.158
F3 0.124 -1.804 0.142
S1 1.833 0.820 0.566
H1 -2.176 -1.462 -1.298
H2 -3.006 -0.269 -0.163
H3 -2.479 -1.948 0.468

Calculated values
Calculated total energy in eV: -27273.409
HOMO level in Eh: -0.360
Lowest unoccupied orbital energy in eV: 0.20
Orbital gap in eV: 9.985

From a Mulliken analysis of the wavefunction, the atomic charges in e read: C 0.2417; C -0.0350; C 0.9762; C -1.0222; O -0.0887; O -0.4221; F -0.2369; F -0.1418; F -0.2760; S 0.1141; H 0.2971; H 0.3108; H 0.2828

=====

4.
# C4H3FN2O

One molecule with the formula C4H3FN2O at a distorted geometry (ωB97M-V/def2-TZVPD, the Open Molecules 2025 dataset).

CARTESIAN COORDINATES (ANGSTROEM)
F1 3.178 -0.196 -0.192
C1 1.939 -0.515 0.107
C2 0.948 0.331 -0.047
C3 -0.440 -0.020 0.019
C4 -1.435 0.887 0.024
O1 -2.560 0.180 -0.103
N1 -2.231 -1.133 -0.137
N2 -0.992 -1.270 -0.059
H1 1.872 -1.565 0.524
H2 1.237 1.355 -0.266
H3 -1.516 1.946 0.128

Calculated values
Calculated total energy in eV: -11938.867
SMILES: F/C=C/c1conn1
HOMO level in Eh: -0.342
Lowest unoccupied orbital energy in eV: 0.86
Orbital gap in eV: 10.150

From a Mulliken analysis of the wavefunction, the atomic charges in e read: F -0.2378; C -0.0209; C -0.6247; C 0.4199; C 0.0263; O -0.0941; N -0.2431; N -0.2239; H 0.3161; H 0.2717; H 0.4105

=====

5.
# C4H3FN2O

A 2-piece molecular cluster, C4H3FN2O overall at a distorted geometry (ωB97M-V/def2-TZVPD, the Open Molecules 2025 dataset).

CARTESIAN COORDINATES (ANGSTROEM)
C1 -0.504 -0.043 -0.703
C2 0.253 0.870 0.011
C3 -0.303 -1.278 -0.039
C4 -0.806 -2.506 -0.321
N1 0.876 0.282 1.036
N2 0.561 -0.979 1.011
O1 -2.375 -2.805 -2.064
F1 -0.554 -3.611 0.304
H1 -1.107 0.103 -1.572
H2 0.385 1.920 -0.154
H3 0.907 -1.620 1.714

Calculated values
Calculated total energy in eV: -11933.302
HOMO level (spin up / spin down) in Eh: -0.331 / -0.331
Lowest unoccupied orbital energy (spin up / spin down) in eV: -1.52 / -1.54
Orbital gap (spin up / spin down) in eV: 7.479 / 7.459

From a Mulliken analysis of the wavefunction, the atomic charges in e read: C -0.1551; C -0.4260; C 0.5263; C -0.2079; N -0.7523; N 0.3402; O -0.3546; F -0.1364; H 0.4462; H 0.4577; H 0.2619

=====

6.
# C4H3FO2S

One molecule with the formula C4H3FO2S at a distorted geometry (ωB97M-V/def2-TZVPD, the Open Molecules 2025 dataset).

CARTESIAN COORDINATES (ANGSTROEM)
O1 0.248 2.028 -0.734
C1 1.174 1.376 -0.319
C2 0.961 0.119 0.579
F1 2.198 -0.418 0.834
C3 0.197 -0.906 -0.251
O2 0.769 -1.855 -0.747
C4 -1.293 -0.726 -0.514
S1 -2.200 0.153 0.485
H1 2.273 1.623 -0.557
H2 0.505 0.398 1.522
H3 -1.731 -1.260 -1.347

Calculated values
Calculated total energy in eV: -21842.317
SMILES: O=C[C@H](F)C(=O)C=S
HOMO level in Eh: -0.351
Lowest unoccupied orbital energy in eV: -1.60
Orbital gap in eV: 7.962

From a Mulliken analysis of the wavefunction, the atomic charges in e read: O -0.4270; C 0.0412; C 0.1480; F -0.2992; C 0.4365; O -0.4799; C -0.2556; S -0.1496; H 0.3224; H 0.3118; H 0.3514

=====

7.
# C4H3GaO5

C4H3GaO5 as an isolated structure at a distorted geometry (ωB97M-V/def2-TZVPD, the Open Molecules 2025 dataset).

CARTESIAN COORDINATES (ANGSTROEM)
O1 0.299 1.747 3.131
C1 0.468 0.919 2.320
C2 -0.763 -0.085 0.272
C3 -1.011 0.131 -1.212
O2 -0.013 -0.601 -1.920
C4 1.134 -0.794 -1.279
O3 0.937 -0.641 0.035
O4 2.189 -0.923 -1.830
O5 -0.753 0.977 1.045
H1 -1.248 -0.972 0.712
H2 -0.926 1.196 -1.456
H3 -1.985 -0.278 -1.505
Ga1 1.674 -0.678 1.688

Calculated values
Calculated total energy in eV: -66784.442
HOMO level (spin up / spin down) in Eh: -0.734 / -0.735
Lowest unoccupied orbital energy (spin up / spin down) in eV: -14.25 / -14.90
Net charge: +2
Orbital gap (spin up / spin down) in eV: 5.728 / 5.093

From a Mulliken analysis of the wavefunction, the atomic charges in e read: O -0.0466; C 0.4673; C 0.4627; C -0.4641; O -0.2369; C 0.7503; O -0.1286; O -0.3579; O -0.2392; H 0.3703; H 0.3436; H 0.3325; Ga 0.7466

=====

8.
# C4H3GdO4

C4H3GdO4 as an isolated structure at a distorted geometry (ωB97M-V/def2-TZVPD, the Open Molecules 2025 dataset).

CARTESIAN COORDINATES (ANGSTROEM)
C1 -2.634 -1.151 0.106
C2 -1.345 -1.571 0.100
H1 -3.379 -1.949 0.099
O1 -0.434 -0.436 -0.154
C3 0.810 -0.757 -0.165
O2 1.674 0.113 -0.002
Gd1 4.179 0.500 0.192
O3 -2.474 1.272 0.015
C4 -3.259 0.188 0.051
O4 -4.464 0.343 -0.031
H2 -1.539 1.018 -0.039
H3 0.945 -1.835 0.128

Calculated values
<S²>: 16.789
Calculated total energy in eV: -33198.057
Spin multiplicity: 8
HOMO level (spin up / spin down) in Eh: -0.593 / -0.591
Lowest unoccupied orbital energy (spin up / spin down) in eV: -10.94 / -9.70
Net charge: +2
Orbital gap (spin up / spin down) in eV: 5.199 / 6.375

From a Mulliken analysis of the wavefunction, the atomic charges in e read: C -0.0194; C -0.0479; H 0.4216; O -0.2256; C 0.4892; O -0.1943; Gd 1.3106; O -0.4923; C 0.3785; O -0.4392; H 0.5089; H 0.3099